Entry 1:
Here is one molecule with the formula C5H7N from OMol25. Energies are from the ωB97M-V functional and the def2-TZVPD basis.

The geometry in ORCA input format:
```
! wB97M-V def2-TZVPD RIJCOSX def2/J DEFGRID3
* xyz 0 1
C -1.110 0.852 0.376
C -0.907 -0.542 -0.146
C -0.304 0.501 -0.955
N 1.101 -0.023 -0.702
C 1.394 -0.191 0.739
C 0.477 -1.129 0.089
H -0.320 1.583 0.405
H -2.115 1.219 0.203
H -1.770 -1.077 -0.513
H -0.531 0.985 -1.886
H 1.031 0.526 1.467
H 2.411 -0.543 0.900
H 0.707 -2.170 -0.116
*
```

Summary:
Structure (SMILES): C1[C@H]2[C@@H]1N1C[C@@H]21
HOMO level: -8.49 eV
Kohn-Sham gap: 9.718 eV

Table of Mulliken atomic charges, one value per atom, all in e: -1.031, -0.115, -0.145, -0.496, -0.205, -0.213, 0.349, 0.247, 0.369, 0.414, 0.250, 0.248, 0.327

Entry 2:
Here is a 2-piece molecular cluster, CH12PSi3 overall from OMol25. Energies are from the ωB97M-V functional and the def2-TZVPD basis.

The geometry in ORCA input format:
```
! wB97M-V def2-TZVPD RIJCOSX def2/J DEFGRID3
* xyz 1 3
C -2.889 -0.234 0.215
Si 0.815 -1.814 -0.605
Si 2.580 0.425 1.418
Si 0.330 1.935 -0.880
P 1.815 0.246 -0.499
H -3.930 0.022 0.136
H -2.518 -0.705 1.227
H -2.548 -1.003 -0.443
H -0.640 -1.643 -0.897
H 1.144 -2.596 0.584
H 1.722 -2.343 -1.710
H 2.984 1.606 2.250
H -2.331 0.646 0.293
H 3.213 -0.923 1.803
H 0.106 2.482 0.429
H -0.983 1.385 -1.425
H 1.129 2.514 -1.898
*
```

Summary:
HOMO level (alpha / beta): -11.45 / -15.28 eV
Kohn-Sham gap (alpha / beta): 7.549 / 7.011 eV
<S²>: 2.0048

Table of Mulliken atomic charges, one value per atom, all in e: -0.862, 0.397, 0.176, 0.432, 0.197, 0.302, 0.276, 0.204, -0.080, -0.033, 0.002, 0.018, 0.090, -0.013, -0.038, -0.021, -0.047

Entry 3:
Here is a 2-piece molecular cluster, C3H11N2O overall from OMol25. Energies are from the ωB97M-V functional and the def2-TZVPD basis.

The geometry in ORCA input format:
```
! wB97M-V def2-TZVPD RIJCOSX def2/J DEFGRID3
* xyz 1 1
C -0.928 -1.234 -0.813
C 1.299 -1.532 0.302
C 0.033 2.967 0.840
N 0.061 1.929 0.122
N -0.062 -0.854 0.318
O -0.346 4.217 0.368
H -0.534 -0.651 -1.669
H -0.727 -2.286 -1.178
H -2.000 -1.134 -0.775
H 1.743 -1.556 -0.669
H 1.825 -0.924 1.052
H 1.127 -2.619 0.669
H 0.571 2.924 1.831
H 0.052 0.219 0.318
H -0.412 1.973 -0.890
H -0.413 -0.932 1.343
H -0.751 4.226 -0.465
*
```

Summary:
HOMO level: -14.89 eV
Kohn-Sham gap: 11.851 eV

Table of Mulliken atomic charges, one value per atom, all in e: -0.829, -0.816, 0.154, -0.587, -0.097, -0.444, 0.329, 0.328, 0.342, 0.364, 0.347, 0.337, 0.299, 0.342, 0.166, 0.439, 0.328

Entry 4:
Here is a 2-piece molecular cluster, CH6O6P overall from OMol25. Energies are from the ωB97M-V functional and the def2-TZVPD basis.

The geometry in ORCA input format:
```
! wB97M-V def2-TZVPD RIJCOSX def2/J DEFGRID3
* xyz 1 3
C 0.446 -0.066 1.959
O 0.361 1.203 1.822
O -0.437 -0.698 2.591
O -0.246 1.368 -1.305
O -1.338 -0.518 -2.277
O 1.242 -0.555 -2.090
O -0.165 -0.662 0.125
P -0.168 -0.167 -1.293
H 1.337 -0.625 1.766
H 1.229 1.720 1.559
H -1.331 -0.204 2.693
H -0.323 1.829 -2.162
H -1.371 -1.404 -2.576
H 1.436 -1.408 -1.645
*
```

Summary:
HOMO level (alpha / beta): -9.60 / -15.97 eV
Kohn-Sham gap (alpha / beta): 6.105 / 5.780 eV
<S²>: 2.0082

Table of Mulliken atomic charges, one value per atom, all in e: -0.076, -0.356, -0.370, -0.438, -0.408, -0.430, -0.192, 0.917, 0.486, 0.438, 0.387, 0.351, 0.346, 0.346

Entry 5:
Here is an isolated ion of composition C3H7N2O and charge +1 from OMol25. Energies are from the ωB97M-V functional and the def2-TZVPD basis.

The geometry in ORCA input format:
```
! wB97M-V def2-TZVPD RIJCOSX def2/J DEFGRID3
* xyz 1 1
C -1.003 1.018 0.472
C -0.229 0.607 -0.746
N 0.819 -0.530 -0.185
N -0.206 -1.663 0.306
C 1.999 -0.106 -0.088
O 2.998 0.345 0.089
H -1.334 0.123 1.088
H -1.889 1.439 0.101
H -0.579 1.759 1.091
H -0.809 0.007 -1.474
H 0.303 1.482 -1.308
H 0.136 -2.002 1.097
H -0.207 -2.479 -0.445
*
```

Summary:
Structure (SMILES): CC[N+](N)=C=O
HOMO level: -16.40 eV
Kohn-Sham gap: 10.894 eV

Table of Mulliken atomic charges, one value per atom, all in e: -1.015, -0.279, -0.009, -0.428, 0.557, -0.119, 0.327, 0.364, 0.355, 0.277, 0.385, 0.240, 0.347

Entry 6:
Here is a 7-piece molecular cluster, C7H28O7 overall from OMol25. Energies are from the ωB97M-V functional and the def2-TZVPD basis.

The geometry in ORCA input format:
```
! wB97M-V def2-TZVPD RIJCOSX def2/J DEFGRID3
* xyz 0 1
C 0.624 21.024 15.955
O 0.180 22.379 15.936
H -0.161 20.391 15.525
H 1.536 20.878 15.374
H 0.751 20.648 16.973
H 0.250 22.732 16.824
C 0.856 17.434 19.558
O 0.831 18.387 18.523
H 1.139 16.450 19.175
H 1.596 17.779 20.277
H -0.104 17.359 20.079
H 0.240 18.152 17.784
C -1.573 16.564 16.714
O -0.731 17.642 16.359
H -1.361 16.202 17.721
H -2.630 16.810 16.591
H -1.384 15.652 16.126
H -0.913 17.853 15.428
C -2.964 13.909 14.151
O -1.742 13.270 14.494
H -3.762 13.178 14.010
H -3.273 14.584 14.958
H -2.812 14.528 13.273
H -1.823 12.932 15.389
C -0.408 17.193 12.872
O -1.130 18.151 13.619
H 0.448 16.819 13.434
H -1.001 16.318 12.589
H 0.007 17.618 11.953
H -1.627 18.715 13.023
C -4.089 18.861 15.183
O -4.840 17.747 15.690
H -3.144 18.950 15.712
H -3.953 18.734 14.109
H -4.635 19.786 15.385
H -5.770 17.969 15.603
C -6.001 14.505 16.504
O -5.252 15.417 17.319
H -7.016 14.883 16.334
H -5.490 14.416 15.544
H -6.098 13.570 17.048
H -4.799 16.041 16.738
*
```

Summary:
Structure (SMILES): CO.CO.CO.CO.CO.CO.CO
HOMO level: -9.59 eV
Kohn-Sham gap: 9.935 eV

Table of Mulliken atomic charges, one value per atom, all in e: -0.215, -0.541, 0.033, 0.246, 0.178, 0.321, -0.637, -0.544, 0.241, 0.242, 0.262, 0.486, -0.125, -0.419, 0.360, -0.160, 0.191, 0.110, -0.178, -0.514, 0.359, -0.159, 0.202, 0.300, -0.622, -0.438, 0.256, 0.201, 0.350, 0.263, -0.391, -0.477, 0.050, 0.179, 0.342, 0.259, -0.404, -0.486, 0.250, 0.087, 0.236, 0.306

Entry 7:
Here is a 2-piece molecular cluster, C5H12 overall from OMol25. Energies are from the ωB97M-V functional and the def2-TZVPD basis.

The geometry in ORCA input format:
```
! wB97M-V def2-TZVPD RIJCOSX def2/J DEFGRID3
* xyz 0 1
C 0.400 2.312 -0.715
C 0.141 1.259 0.340
C -0.788 -1.771 0.987
C 0.743 -1.680 1.039
C -0.104 1.061 -1.503
H -1.095 0.638 -1.364
H 1.478 2.353 -0.908
H -0.927 1.251 0.624
H -1.129 -0.754 1.125
H -1.190 -2.456 1.780
H -1.207 -2.273 0.108
H 1.019 -0.823 1.644
H 1.118 -1.493 0.022
H 1.245 -2.495 1.574
H -0.211 3.208 -0.679
H 0.656 0.286 -1.504
H -0.149 1.375 -2.569
*
```

Summary:
HOMO level: -8.06 eV
Kohn-Sham gap: 8.789 eV

Table of Mulliken atomic charges, one value per atom, all in e: -0.279, -0.536, -0.715, -0.701, -0.819, 0.355, 0.236, 0.142, 0.130, 0.320, 0.248, 0.281, 0.134, 0.336, 0.303, 0.167, 0.398

Entry 8:
Here is a 2-piece molecular cluster, C4H12OS2 overall from OMol25. Energies are from the ωB97M-V functional and the def2-TZVPD basis.

The geometry in ORCA input format:
```
! wB97M-V def2-TZVPD RIJCOSX def2/J DEFGRID3
* xyz 0 1
C -0.318 0.387 -2.196
C -0.338 1.391 -1.006
S -0.851 0.596 0.542
S 0.292 -1.148 0.750
C -0.864 -2.343 0.009
C -0.577 -3.773 0.501
H -0.013 0.920 -3.094
H 0.425 -0.386 -2.000
H -1.295 -0.081 -2.171
H 0.489 2.064 -0.802
H -1.179 2.025 -1.301
H -0.879 -2.292 -1.074
H -1.865 -2.066 0.346
H 0.043 -4.288 -0.238
H -0.019 -3.718 1.435
H -1.417 -4.452 0.629
O 2.363 4.870 0.321
H 3.196 4.792 -0.153
H 2.293 4.127 0.915
*
```

Summary:
Structure (SMILES): CCSSCC.O
HOMO level: -8.93 eV
Kohn-Sham gap: 9.569 eV

Table of Mulliken atomic charges, one value per atom, all in e: -1.045, -0.386, -0.124, -0.137, -0.252, -1.138, 0.378, 0.266, 0.280, 0.355, 0.285, 0.289, 0.322, 0.286, 0.300, 0.327, -0.640, 0.320, 0.314